(1)
Entry from the OMol25 dataset: a 2-piece molecular cluster, C3H7N4 overall at a distorted geometry (ωB97M-V/def2-TZVPD).

Geometry as XYZ:
```
14
Properties=species:S:1:pos:R:3:forces:R:3
C 1.0674 0.4979 1.1798 -0.4 0.2 0.3
C -1.0832 0.0476 -0.2485 1.4 0.1 0.1
C 1.4389 -0.5568 0.3396 0.0 -1.5 -0.5
N 0.6533 1.2596 1.9269 0.4 0.7 0.7
N -1.8432 -0.4284 -1.2461 1.7 0.1 -0.9
N 2.4449 -0.4140 -0.5177 1.0 -2.0 0.7
N -1.6740 0.7076 0.7406 0.5 -0.8 -1.5
H 1.1036 -1.6074 0.6626 0.5 1.8 -0.8
H -1.4312 -0.5720 -2.2074 -0.6 -0.1 2.0
H -2.8113 -0.1965 -1.2501 -1.0 0.1 -0.3
H 2.9720 -1.3482 -0.7135 -1.2 2.6 -0.1
H 2.9702 0.4899 -0.5575 -0.7 -1.2 -0.2
H -1.1742 1.3341 1.4119 -0.7 -1.0 -0.7
H -2.6331 0.7865 0.4792 -1.0 1.1 1.1
```
Forces are in eV/Å.

Output
energy: -9175.2642 eV
relative energy (zero: lowest compared OMol25 entry of this formula, charge and spin): 313.8 kJ/mol
net charge: +1


(2)
Entry from the OMol25 dataset: an isolated ion of composition C3H7N4 and charge +1 at a distorted geometry (ωB97M-V/def2-TZVPD).

Geometry as XYZ:
```
14
Properties=species:S:1:pos:R:3:forces:R:3
C 0.6067 -0.9790 -0.7606 1.4 -0.6 2.4
C -1.5216 -0.2012 -1.2051 2.2 -0.3 3.1
C 0.9692 0.4327 -0.3757 0.3 2.0 -0.1
N -0.6123 -1.1249 -1.4295 0.8 -1.4 -1.7
N -1.2604 0.5347 -0.1232 -3.7 2.1 0.1
N -0.1840 0.7020 1.9632 -0.7 0.3 -1.4
N -0.1428 0.4123 0.6253 0.2 2.9 -0.7
H 1.4390 -1.5476 -1.0463 0.8 -1.0 -1.4
H -2.3809 -0.1339 -1.8493 -0.4 0.5 0.3
H 1.9144 0.6089 0.0842 0.8 -0.7 0.7
H 1.0066 1.2049 -1.1840 -1.2 -0.3 0.7
H 0.6244 0.6637 2.5764 0.2 -0.2 -0.7
H -1.0961 0.4990 2.3400 -0.1 0.0 0.3
H 0.6379 -1.0717 0.3847 -0.6 -3.3 -1.6
```
Forces are in eV/Å.

Output
energy: -9170.7011 eV
relative energy (zero: lowest compared OMol25 entry of this formula, charge and spin): 330.1 kJ/mol
net charge: +1
2S+1: 3


> Which formula does entry 2 have?

C3H7N4